Entry 1:
DFT (ωB97M-V/def2-TZVPD) results for 2 unconnected molecules or ions with the total composition C14H22O3S2 at a distorted geometry.

The calculation puts the HOMO energy at -7.701 eV. As for the frontier orbital gap: 0.269 Eh. The value obtained for the relative energy (zero: lowest compared OMol25 entry of this formula, charge and spin) is 0.00 kcal/mol.

Structure (XYZ):
```
41
C14H22O3S2 | the OMol25 dataset | ωB97M-V/def2-TZVPD
C 4.621 -2.149 1.322
C 3.811 -0.918 1.012
O 2.414 -1.283 1.083
C 1.578 -0.244 0.834
C 0.143 -0.689 0.819
C -0.844 0.256 1.141
O -0.679 1.468 0.792
C -2.172 -0.095 1.752
C -3.011 -0.936 0.792
C -2.384 -2.280 0.416
C -1.352 -2.774 1.434
C 0.021 -2.098 1.325
O 2.013 0.887 0.654
H 5.681 -1.898 1.262
H 4.417 -2.521 2.331
H 4.421 -2.951 0.605
H 4.012 -0.118 1.736
H 4.028 -0.555 -0.002
H -1.997 -0.612 2.703
H -2.702 0.840 1.962
H -3.989 -1.114 1.260
H -3.208 -0.361 -0.124
H -3.182 -3.033 0.339
H -1.922 -2.214 -0.578
H -1.732 -2.660 2.457
H -1.189 -3.851 1.288
H 0.673 -2.742 0.713
H 0.452 -2.118 2.347
C -1.121 3.782 -2.803
C -1.607 2.391 -3.177
S -1.643 1.197 -1.823
C -0.127 1.326 -1.045
S 0.639 2.871 -0.851
C 0.341 3.734 -2.394
H -1.218 4.438 -3.674
H -1.728 4.198 -1.994
H -2.652 2.432 -3.510
H -0.987 1.959 -3.971
H 0.494 0.431 -1.100
H 0.971 3.261 -3.154
H 0.716 4.742 -2.179
```

---

Entry 2:
DFT (ωB97M-V/def2-TZVPD) results for a molecular structure, C20H38N3O3Si2Y.

The calculation puts the HOMO energy at -13.259 eV. As for the total charge: +2. As for the frontier orbital gap: 0.298 Eh. The value obtained for the relative energy (zero: lowest compared OMol25 entry of this formula, charge and spin) is 13.51 kcal/mol.

Structure (XYZ):
```
67
C20H38N3O3Si2Y | the OMol25 dataset | ωB97M-V/def2-TZVPD
Y -0.398 0.174 -0.181
C 0.082 -4.575 2.685
N 0.479 -3.174 2.524
C 1.659 -2.751 3.286
C -0.150 -2.333 1.743
O 0.226 -1.143 1.565
C -1.381 -2.793 0.957
O -2.047 -1.641 0.435
C -3.186 -1.220 1.197
C -3.265 0.301 1.207
O -2.300 0.964 0.744
N -4.338 0.862 1.711
C -5.476 0.091 2.221
C -4.487 2.321 1.732
H 0.985 -5.176 2.768
H -0.476 -4.935 1.825
H -0.507 -4.707 3.592
H 2.554 -3.199 2.855
H 1.548 -3.096 4.313
H 1.745 -1.671 3.268
H -2.063 -3.391 1.559
H -1.061 -3.397 0.105
H -3.096 -1.569 2.229
H -4.085 -1.652 0.756
H -5.153 -0.817 2.722
H -6.170 -0.155 1.417
H -5.997 0.704 2.952
H -3.619 2.788 1.283
H -4.592 2.655 2.763
H -5.384 2.593 1.176
C 3.578 0.057 0.792
Si 2.687 1.476 -0.034
C 3.899 2.775 -0.579
C 1.529 2.293 1.243
C 1.514 0.864 -1.339
C 0.736 1.979 -1.962
C 1.241 2.941 -2.840
C 0.406 3.923 -3.334
C -0.934 3.951 -2.949
C -1.381 2.984 -2.083
N -0.574 2.024 -1.603
Si 1.667 -0.624 -2.419
C 2.903 -0.581 -3.796
C -0.112 -0.909 -3.064
C 1.964 -2.156 -1.356
H 4.156 0.433 1.640
H 4.283 -0.421 0.108
H 2.889 -0.703 1.165
H 4.541 3.069 0.255
H 3.398 3.674 -0.941
H 4.545 2.400 -1.375
H 2.084 2.553 2.148
H 0.676 1.698 1.616
H 1.117 3.222 0.840
H 2.285 2.892 -3.121
H 0.790 4.668 -4.019
H -1.611 4.707 -3.319
H -2.412 2.959 -1.751
H 2.713 0.242 -4.487
H 2.905 -1.511 -4.369
H 3.901 -0.440 -3.375
H -0.481 -0.082 -3.672
H -0.900 -1.120 -2.310
H -0.125 -1.810 -3.683
H 2.925 -2.123 -0.843
H 1.958 -3.038 -2.001
H 1.194 -2.321 -0.591
```

---

Entry 3:
DFT (ωB97M-V/def2-TZVPD) results for a molecular structure, C7H11N2O4S at a distorted geometry.

The calculation puts the HOMO energy (alpha / beta) at -3.624 / -3.624 eV. As for the total charge: -1. As for the frontier orbital gap (alpha / beta): 0.258 / 0.258 Eh. The value obtained for the relative energy (zero: lowest compared OMol25 entry of this formula, charge and spin) is 0.00 kcal/mol.

Structure (XYZ):
```
25
C7H11N2O4S | the OMol25 dataset | ωB97M-V/def2-TZVPD
C 2.057 0.302 0.738
C -1.222 1.800 0.544
C 3.430 0.359 0.097
C -0.571 -2.013 0.049
C -2.724 -0.738 0.066
C -0.587 0.430 0.600
C -1.228 -0.664 -0.238
N 0.839 1.021 -1.368
N 1.011 0.508 -0.085
O -1.453 2.302 -0.653
O 1.911 0.100 1.935
O -1.542 2.373 1.561
O 1.806 0.933 -2.142
S -0.937 -0.244 -1.996
H 3.821 -0.655 0.023
H 3.381 0.791 -0.899
H 4.090 0.943 0.740
H -1.079 -2.795 -0.518
H -0.616 -2.250 1.113
H 0.472 -1.991 -0.264
H -3.195 -1.474 -0.583
H -2.874 -1.034 1.105
H -3.207 0.224 -0.094
H -0.380 0.143 1.629
H -1.202 1.628 -1.360
```

---

Entry 4:
DFT (ωB97M-V/def2-TZVPD) results for a gas-phase ion, C3H7NO (charge +1) at a distorted geometry.

The calculation puts the HOMO energy (alpha / beta) at -15.631 / -14.695 eV. As for the total charge: +1. The expectation value of S² is 0.759. As for the frontier orbital gap (alpha / beta): 0.427 / 0.194 Eh. As for the spin multiplicity: 2. The value obtained for the relative energy (zero: lowest compared OMol25 entry of this formula, charge and spin) is 29.18 kcal/mol.

Structure (XYZ):
```
12
C3H7NO | the OMol25 dataset | ωB97M-V/def2-TZVPD
C -0.789 -0.126 0.486
C 0.237 0.081 -0.695
C 1.155 -1.127 -0.916
O 1.847 -1.179 -1.863
N -0.978 1.047 1.313
H -1.762 -0.418 0.102
H -0.162 -0.773 1.120
H -0.255 0.289 -1.650
H 0.886 0.940 -0.504
H 1.222 -1.814 -0.026
H -0.113 1.199 1.829
H -1.287 1.880 0.805
```

---

Entry 5:
DFT (ωB97M-V/def2-TZVPD) results for a gas-phase ion, C6H8N (charge +1) at a distorted geometry.

The calculation puts the HOMO energy at -14.618 eV. Its SMILES is C#C/[NH+]=C(\C)C=C. As for the total charge: +1. As for the frontier orbital gap: 0.337 Eh. The value obtained for the relative energy (zero: lowest compared OMol25 entry of this formula, charge and spin) is 111.29 kcal/mol.

Structure (XYZ):
```
15
C6H8N | the OMol25 dataset | ωB97M-V/def2-TZVPD
C 0.877 -2.218 2.316
C 0.859 -1.295 1.565
C -1.821 1.677 -0.765
C 0.639 -0.562 -1.378
C -0.557 1.448 -0.321
C 0.129 0.153 -0.200
N 0.379 -0.121 1.073
H -2.113 0.879 -1.366
H 1.779 -0.442 -1.377
H 0.537 -1.642 -1.256
H 0.194 -0.253 -2.268
H -0.133 2.282 0.197
H -2.146 2.709 -0.619
H 1.316 -3.142 2.664
H 0.061 0.527 1.736
```

---

Entry 6:
DFT (ωB97M-V/def2-TZVPD) results for a molecular structure, C4H10N2O2 at a distorted geometry.

The calculation puts the HOMO energy at -9.428 eV. As for the frontier orbital gap: 0.367 Eh. The value obtained for the relative energy (zero: lowest compared OMol25 entry of this formula, charge and spin) is 77.70 kcal/mol.

Structure (XYZ):
```
18
C4H10N2O2 | the OMol25 dataset | ωB97M-V/def2-TZVPD
C 0.752 -1.590 0.856
C 0.088 1.340 0.933
C -0.200 1.138 -1.411
C -0.149 -0.827 -0.133
N -1.536 -0.909 0.117
N 0.368 0.510 -0.242
O 2.080 -1.357 0.788
O 0.310 -2.401 1.686
H -0.881 1.860 0.915
H 0.431 0.817 1.798
H 0.822 2.275 0.877
H -1.189 0.768 -1.692
H -0.207 2.372 -1.236
H 0.406 0.877 -2.324
H 0.298 -1.532 -1.304
H -2.093 -1.065 -0.692
H -1.636 -1.660 0.830
H 2.335 -0.617 0.234
```

---

Entry 7:
DFT (ωB97M-V/def2-TZVPD) results for 2 unconnected molecules or ions with the total composition C4H12NO3 at a distorted geometry.

The calculation puts the HOMO energy at -2.561 eV. As for the total charge: -1. As for the frontier orbital gap: 0.235 Eh. The value obtained for the relative energy (zero: lowest compared OMol25 entry of this formula, charge and spin) is 51.63 kcal/mol.

Structure (XYZ):
```
20
C4H12NO3 | the OMol25 dataset | ωB97M-V/def2-TZVPD
C 0.705 1.274 1.106
N 1.106 0.087 0.276
C 0.032 -0.332 -0.620
C -1.302 -0.810 -0.024
O -2.237 0.239 0.129
C -0.250 0.708 -2.059
O 0.920 1.183 -2.391
H 0.967 2.231 0.698
H -0.370 1.110 1.334
H 1.244 1.180 2.073
H 2.025 0.282 -0.090
H 0.478 -1.037 -1.345
H -1.613 -1.630 -0.673
H -1.149 -1.330 0.922
H -2.038 0.870 -0.567
H -0.656 -0.087 -2.736
H -1.030 1.447 -1.787
H 1.161 -1.076 2.108
H 0.981 -2.285 1.358
O 1.026 -2.024 2.288
```

---

Entry 8:
DFT (ωB97M-V/def2-TZVPD) results for a molecular structure, C23H48N2O2P2Sn at a distorted geometry.

The calculation puts the HOMO energy at -21.928 eV. As for the total charge: +4. As for the frontier orbital gap: 0.243 Eh. The value obtained for the relative energy (zero: lowest compared OMol25 entry of this formula, charge and spin) is 158.06 kcal/mol.

Structure (XYZ):
```
78
C23H48N2O2P2Sn | the OMol25 dataset | ωB97M-V/def2-TZVPD
Sn 0.000 0.000 0.000
C 0.634 -1.701 -0.914
O 1.003 -2.712 -1.368
C -0.788 1.456 1.190
O -1.237 2.348 1.793
P -2.077 -0.083 -1.392
C -3.591 -0.814 -0.570
H -4.419 -0.714 -1.280
C -2.706 1.534 -2.137
H -2.542 2.246 -1.317
C -1.882 -1.178 -2.905
H -1.611 -2.142 -2.458
C 3.593 -0.653 0.199
P 2.198 0.121 1.191
H 3.175 -0.406 3.350
H 3.244 -1.687 0.079
C 2.888 1.830 1.599
H 3.968 1.636 1.655
C -1.937 2.033 -3.372
H -2.424 1.703 -4.295
H -0.898 1.699 -3.397
H -1.937 3.129 -3.376
C -4.209 1.525 -2.443
H -4.428 2.284 -3.205
H -4.805 1.746 -1.557
H -4.532 0.556 -2.833
C -3.129 -1.380 -3.777
H -4.016 -1.653 -3.197
H -2.940 -2.188 -4.495
H -3.357 -0.480 -4.356
C -0.701 -0.726 -3.776
H -0.236 -1.601 -4.245
H 0.058 -0.206 -3.190
H -1.030 -0.056 -4.578
C -3.397 -2.303 -0.258
H -3.761 -2.946 -1.064
H -3.942 -2.565 0.656
H -2.338 -2.537 -0.094
C -3.940 -0.033 0.704
H -3.172 -0.181 1.471
H -4.898 -0.382 1.107
H -4.017 1.043 0.522
C 4.977 -0.683 0.862
H 4.927 -0.747 1.954
H 5.562 0.202 0.594
H 5.530 -1.560 0.504
C 3.696 -0.036 -1.202
H 3.977 1.022 -1.152
C 1.051 -0.554 3.658
H 2.754 -0.111 -1.747
H 4.470 -0.558 -1.776
C 2.522 -2.307 2.590
H 0.304 -1.335 3.481
H 1.308 -0.564 4.724
H 0.582 0.406 3.429
C 2.307 -0.805 2.814
H 2.134 -2.868 3.448
H 3.578 -2.560 2.470
H 1.990 -2.652 1.696
C 2.434 2.419 2.945
H 1.357 2.618 2.942
H 2.942 3.378 3.107
H 2.658 1.775 3.797
C 2.664 2.864 0.489
H 2.851 2.445 -0.500
H 3.344 3.711 0.640
H 1.640 3.251 0.504
H -0.349 -1.140 1.486
H -1.072 -1.175 1.050
N -2.346 -0.335 4.335
C -2.558 -1.593 3.971
C -1.967 -1.789 2.764
N -1.288 -0.559 2.267
C -1.629 0.273 3.368
H -2.673 0.105 5.224
H -3.108 -2.322 4.552
H -1.996 -2.738 2.241
H -1.369 1.284 3.593
```

---

Entry 9:
DFT (ωB97M-V/def2-TZVPD) results for 2 unconnected molecules or ions with the total composition C11H16ClP at a distorted geometry.

The calculation puts the HOMO energy (alpha / beta) at -7.572 / -7.528 eV. As for the frontier orbital gap (alpha / beta): 0.249 / 0.294 Eh. The value obtained for the relative energy (zero: lowest compared OMol25 entry of this formula, charge and spin) is 40.93 kcal/mol.

Structure (XYZ):
```
29
C11H16ClP | the OMol25 dataset | ωB97M-V/def2-TZVPD
C -0.394 0.627 3.588
C 0.927 0.056 3.512
C -1.432 0.132 2.868
C 1.154 -0.790 2.499
C -1.175 -0.893 1.925
C 0.125 -1.335 1.761
C -0.677 -0.295 -3.212
C -1.030 0.872 -0.849
C 0.685 1.606 -2.602
C 1.115 -0.337 -1.368
C 0.008 0.360 -1.927
P 0.417 -2.725 0.580
Cl 2.001 -3.612 1.390
H -0.680 1.187 4.550
H 1.733 0.643 3.883
H -2.422 0.633 3.129
H 2.231 -1.068 2.264
H -1.966 -1.435 1.439
H -0.990 -1.361 -3.011
H -0.106 -0.281 -4.131
H -1.491 0.430 -3.525
H -1.801 1.364 -1.393
H -0.494 1.539 -0.216
H -1.650 0.163 -0.354
H -0.060 2.303 -2.943
H 1.407 2.126 -1.949
H 1.290 1.259 -3.403
H 1.715 -0.961 -2.087
H 1.560 -0.209 -0.418
```

---

Entry 10:
DFT (ωB97M-V/def2-TZVPD) results for 3 unconnected molecules or ions with the total composition C2H8O2 at a distorted geometry.

The calculation puts the HOMO energy at -9.743 eV. Its SMILES is C=C.O.O. As for the frontier orbital gap: 0.380 Eh. The value obtained for the relative energy (zero: lowest compared OMol25 entry of this formula, charge and spin) is 26.47 kcal/mol.

Structure (XYZ):
```
12
C2H8O2 | the OMol25 dataset | ωB97M-V/def2-TZVPD
C -0.637 -2.193 -0.116
C -0.272 -1.175 -0.891
H -1.648 -2.556 -0.282
H 0.009 -2.725 0.559
H -0.659 -1.033 -1.895
H 0.557 -0.560 -0.557
H -0.246 1.182 0.488
H -1.674 0.922 0.975
O -1.076 1.628 0.712
H 1.905 1.104 -0.757
H 2.455 0.976 0.682
O 1.680 1.234 0.171
```

---

Entry 11:
DFT (ωB97M-V/def2-TZVPD) results for 2 unconnected molecules or ions with the total composition C4H13NO at a distorted geometry.

The calculation puts the HOMO energy at -9.691 eV. Its SMILES is CCOCC.N. As for the frontier orbital gap: 0.389 Eh. The value obtained for the relative energy (zero: lowest compared OMol25 entry of this formula, charge and spin) is 36.02 kcal/mol.

Structure (XYZ):
```
19
C4H13NO | the OMol25 dataset | ωB97M-V/def2-TZVPD
C -0.646 -1.294 2.529
C -0.294 -0.701 1.187
N 1.401 -1.483 -3.203
H -0.191 -0.575 3.302
H -1.783 -1.252 2.669
H -0.414 -2.318 2.581
H -0.856 -1.251 0.422
H 0.842 -0.739 0.989
H 0.594 -0.920 -3.531
H 1.173 -2.436 -3.464
H 1.476 -1.308 -2.239
C -0.705 1.453 -0.096
O -0.710 0.689 1.083
C 0.657 1.689 -0.842
H -0.946 2.451 0.186
H -1.305 1.013 -0.835
H 0.502 2.324 -1.724
H 1.257 0.812 -1.027
H 1.447 2.174 -0.236
```

---

Entry 12:
DFT (ωB97M-V/def2-TZVPD) results for a molecular structure, C40H55InN3P2SeSi at a distorted geometry.

The calculation puts the HOMO energy at -9.327 eV. As for the total charge: +1. As for the frontier orbital gap: 0.214 Eh. The value obtained for the relative energy (zero: lowest compared OMol25 entry of this formula, charge and spin) is 15.88 kcal/mol.

Structure (XYZ):
```
103
C40H55InN3P2SeSi | the OMol25 dataset | ωB97M-V/def2-TZVPD
In 0.307 0.225 -0.778
C -1.158 -5.043 0.167
C -0.139 -3.912 0.166
C 0.815 -4.042 1.351
P -0.751 -2.128 0.138
C -2.436 -1.951 -0.672
C -2.367 -2.433 -2.118
C -3.645 -2.515 0.064
C -1.108 -1.640 1.842
C -1.797 -2.492 2.706
C -2.165 -2.110 3.983
C -2.881 -3.051 4.901
C -1.845 -0.815 4.387
C -1.146 0.035 3.567
C -0.732 -0.347 2.275
N -0.126 0.544 1.441
C 0.476 1.668 1.964
C 1.408 1.655 3.011
C 1.890 2.842 3.533
C 1.485 4.073 3.026
C 1.917 5.349 3.682
C 0.658 4.088 1.909
C 0.158 2.910 1.374
P -0.884 2.678 -0.091
C -0.952 4.272 -1.075
C 0.479 4.608 -1.496
C -1.683 5.476 -0.490
C -2.579 2.358 0.631
C -2.970 3.263 1.794
C -3.599 2.351 -0.503
H -0.618 -5.990 0.183
H -1.799 -5.012 1.044
H -1.778 -5.031 -0.725
H 0.437 -3.988 -0.770
H 0.258 -4.050 2.285
H 1.372 -4.974 1.279
H 1.518 -3.210 1.389
H -2.548 -0.850 -0.686
H -2.317 -3.519 -2.170
H -3.251 -2.115 -2.669
H -1.484 -2.030 -2.621
H -3.607 -3.598 0.145
H -3.729 -2.089 1.061
H -4.547 -2.251 -0.489
H -2.062 -3.480 2.360
H -3.442 -3.796 4.342
H -2.163 -3.575 5.533
H -3.565 -2.511 5.552
H -2.164 -0.469 5.359
H -0.935 1.040 3.903
H 1.708 0.705 3.438
H 2.576 2.817 4.369
H 2.198 5.175 4.718
H 2.776 5.779 3.169
H 1.111 6.079 3.661
H 0.364 5.037 1.489
H -1.492 3.964 -1.984
H 1.044 5.046 -0.677
H 1.001 3.703 -1.823
H 0.473 5.319 -2.322
H -1.377 5.694 0.529
H -1.472 6.350 -1.105
H -2.757 5.314 -0.501
H -2.492 1.333 1.019
H -3.170 4.280 1.470
H -3.871 2.878 2.271
H -2.178 3.284 2.540
H -3.775 3.354 -0.885
H -3.240 1.728 -1.326
H -4.553 1.950 -0.162
C -0.583 1.327 -4.073
Si 0.904 0.349 -3.384
C 2.575 1.237 -3.641
C 0.970 -1.461 -3.928
C 1.982 -2.282 -3.432
C 2.046 -3.621 -3.772
C 1.082 -4.168 -4.603
C 0.073 -3.365 -5.106
C 0.024 -2.022 -4.783
H -0.587 1.393 -5.156
H -0.567 2.343 -3.685
H -1.520 0.870 -3.761
H 2.816 1.319 -4.698
H 3.382 0.689 -3.161
H 2.565 2.241 -3.223
H 2.745 -1.859 -2.790
H 2.856 -4.231 -3.403
H 1.124 -5.212 -4.872
H -0.669 -3.786 -5.767
H -0.749 -1.400 -5.210
Se 3.265 2.042 0.517
N 2.547 0.508 0.035
C 3.511 -0.419 -0.041
C 3.314 -1.779 -0.315
C 4.413 -2.591 -0.379
C 5.715 -2.088 -0.180
C 5.937 -0.776 0.137
C 4.828 0.089 0.225
N 4.868 1.389 0.524
H 2.303 -2.147 -0.445
H 4.288 -3.646 -0.572
H 6.543 -2.775 -0.270
H 6.923 -0.383 0.329
```